No. 1
The following is a quantum chemistry calculation of a molecular structure, H20NO13, from the OMol25 dataset.

Last column: Mulliken charge in e.
Positions of all 34 atoms, in Å:
N -18.452 5.187 -19.768  -0.871
O -17.351 5.688 -19.557  -0.436
O -18.960 4.681 -18.800  0.216
O -18.919 5.263 -20.895  -0.473
O -17.902 4.237 -17.286  -0.643
H -18.129 4.574 -18.153  0.463
H -17.187 3.622 -17.447  0.259
O -17.096 7.069 -18.112  -0.813
H -17.318 6.380 -18.738  0.423
H -17.398 6.735 -17.268  0.292
O -19.063 3.268 -22.295  -0.703
H -19.130 3.918 -21.596  0.485
H -18.241 2.810 -22.119  0.307
O -15.598 4.779 -20.016  -0.791
H -15.103 5.361 -19.440  0.279
H -16.507 5.062 -19.920  0.552
O -21.043 4.886 -18.324  -0.743
H -20.228 4.680 -18.781  0.419
H -21.500 5.491 -18.908  0.413
O -19.964 6.951 -18.972  -0.571
H -19.955 7.710 -18.389  0.331
H -19.049 6.831 -19.224  0.321
O -19.675 3.973 -16.544  -0.923
H -20.436 4.301 -17.023  0.369
H -18.967 3.976 -17.187  0.391
O -20.655 5.199 -22.066  -0.666
H -20.283 5.295 -21.189  0.431
H -21.331 5.876 -22.114  0.285
O -19.685 2.635 -18.867  -0.604
H -19.026 1.996 -18.595  0.230
H -19.230 3.476 -18.840  0.801
O -17.851 6.159 -22.236  -0.818
H -17.253 5.477 -22.543  0.284
H -18.129 5.861 -21.370  0.505

Calculated values
* lowest unoccupied orbital energy: 0.85 eV
* charge: -1
* Kohn-Sham gap: 0.231 Ha

No. 2
The following is a quantum chemistry calculation of a single C18H20ClFN4O2 molecule, from the OMol25 dataset.

Last column: Mulliken charge in e.
Positions of all 46 atoms, in Å:
C 0.995 6.776 3.433  -0.667
O 1.040 6.578 2.019  -0.383
C 0.899 5.314 1.595  0.594
C 0.925 5.118 0.174  -0.645
C 0.789 3.876 -0.318  0.128
C 0.624 2.749 0.587  0.466
N 0.404 1.495 0.349  -0.605
C 0.741 0.804 -0.796  0.352
O 0.324 -0.321 -0.977  -0.577
C 1.749 1.377 -1.794  -0.984
C 2.497 0.283 -2.524  0.135
C 1.748 -0.566 -3.563  -0.709
N 2.926 -0.476 -4.448  -0.001
C 2.668 -0.295 -5.855  -1.275
C 3.938 -0.209 -6.667  0.412
C 5.156 -0.614 -6.135  -0.403
C 6.323 -0.541 -6.876  -0.884
C 6.257 -0.058 -8.165  0.708
F 7.404 0.012 -8.878  -0.353
C 5.078 0.351 -8.768  0.140
C 5.050 0.857 -10.180  -1.654
C 3.934 0.256 -7.979  0.584
Cl 2.417 0.728 -8.701  -0.242
C 3.409 0.695 -3.695  -0.958
N 0.615 3.116 1.900  0.157
N 0.735 4.350 2.430  -0.848
H 1.125 7.843 3.582  0.245
H 0.037 6.446 3.835  0.302
H 1.794 6.220 3.923  0.300
H 1.030 5.983 -0.466  0.448
H 0.762 3.700 -1.380  0.355
H 1.201 1.978 -2.528  0.393
H 2.454 2.047 -1.294  0.455
H 3.024 -0.355 -1.816  0.395
H 1.444 -1.572 -3.283  0.325
H 0.879 -0.024 -3.965  0.318
H 2.068 -1.141 -6.207  0.440
H 2.063 0.609 -6.036  0.522
H 5.168 -0.998 -5.124  0.511
H 7.276 -0.852 -6.472  0.419
H 4.655 1.872 -10.218  0.352
H 6.047 0.853 -10.611  0.364
H 4.399 0.236 -10.798  0.343
H 3.080 1.644 -4.149  0.282
H 4.487 0.738 -3.532  0.416
H 0.465 2.375 2.568  0.326

Calculated values
* lowest unoccupied orbital energy: -0.37 eV
* SMILES string: COc1cc/c(=N\C(=O)CC2CN(Cc3ccc(F)c(C)c3Cl)C2)[nH]n1
* Kohn-Sham gap: 0.304 Ha

No. 3
The following is a quantum chemistry calculation of a molecular structure, C16H16ClN3O7SV, from the OMol25 dataset.

Last column: Mulliken charge in e.
Positions of all 45 atoms, in Å:
V -0.414 -0.248 -0.265  1.233
O -2.391 1.889 1.923  -0.620
C -2.068 1.578 0.792  0.494
N -2.119 0.281 0.349  -0.038
C -3.044 -0.611 0.710  0.125
O -3.972 -0.312 1.478  -0.704
C -3.041 -1.886 0.015  0.528
C -4.131 -2.712 0.238  -0.461
C -4.192 -3.969 -0.412  -0.519
C -3.178 -4.184 -1.356  -0.692
C -2.077 -3.317 -1.400  -0.331
N -1.978 -2.148 -0.761  -0.035
C -1.650 2.585 -0.169  0.622
C -1.709 3.909 0.270  -0.707
C -1.108 4.923 -0.441  -0.412
C -0.367 4.531 -1.581  -0.470
C -0.420 3.210 -2.031  -0.472
N -1.070 2.216 -1.371  -0.314
H -4.808 -2.365 1.011  0.476
H -4.929 -4.666 -0.096  0.463
H -3.093 -5.023 -1.990  0.405
H -1.253 -3.503 -2.056  0.602
H -2.180 4.081 1.225  0.474
H -1.204 5.955 -0.152  0.455
H 0.301 5.176 -2.164  0.380
H -0.036 2.990 -2.999  0.465
O 0.089 -0.394 -1.925  -0.569
Cl 1.166 -5.054 0.376  0.775
O 2.007 -5.011 1.556  -0.428
O -0.225 -4.905 0.750  -0.353
O 0.042 -1.567 0.545  -0.489
O 1.237 0.804 0.368  -0.509
S 2.529 1.177 -0.327  0.336
C 3.405 -0.374 -0.177  -0.385
C 4.533 -0.285 0.833  -0.675
C 4.440 0.977 1.688  -0.496
C 3.752 2.034 0.794  -0.720
H 3.794 -0.627 -1.163  0.512
H 2.630 -1.082 0.182  0.047
H 5.491 -0.290 0.225  0.245
H 4.525 -1.213 1.387  0.360
H 5.422 1.295 2.047  0.356
H 3.750 0.789 2.590  0.252
H 4.449 2.598 0.154  0.408
H 3.095 2.750 1.330  0.388

Calculated values
* lowest unoccupied orbital energy (spin up / spin down): -0.13 / -1.58 eV
* spin multiplicity: 4
* Kohn-Sham gap (spin up / spin down): 0.281 / 0.270 Ha

No. 4
The following is a quantum chemistry calculation of a single CH3NO3 molecule, from the OMol25 dataset.

Last column: Mulliken charge in e.
Positions of all 8 atoms, in Å:
C -0.252 0.517 0.110  -0.257
N -0.204 -0.969 -0.033  0.920
O -1.093 -1.623 0.445  -0.533
O 0.730 -1.383 -0.681  -0.564
O 0.984 1.044 0.362  -0.462
H -0.692 0.885 -0.834  0.251
H -1.068 0.810 0.952  0.298
H 1.595 0.719 -0.320  0.347

Calculated values
* lowest unoccupied orbital energy: 0.05 eV
* SMILES string: O=[N+]([O-])CO
* Kohn-Sham gap: 0.415 Ha

No. 5
The following is a quantum chemistry calculation of 2 unconnected molecules or ions with the total composition C3H8NOS, from the OMol25 dataset.

Last column: Mulliken charge in e.
Positions of all 14 atoms, in Å:
C -0.483 -1.061 2.921  0.051
N -0.680 -1.808 1.826  -0.094
O -0.015 0.052 2.966  -0.564
H -0.741 -1.619 3.850  0.267
H -1.116 -2.708 1.958  0.173
H -0.390 -1.479 0.865  0.005
C 0.757 1.449 -2.415  -1.084
C 0.086 0.869 -1.175  -0.389
S -0.018 -0.940 -1.247  -0.719
H 0.247 1.114 -3.322  0.266
H 1.787 1.092 -2.479  0.274
H 0.790 2.545 -2.422  0.344
H -0.892 1.339 -1.027  0.239
H 0.669 1.156 -0.300  0.231

Calculated values
* lowest unoccupied orbital energy: 3.76 eV
* charge: -1
* Kohn-Sham gap: 0.236 Ha

No. 6
The following is a quantum chemistry calculation of a single C5H7NS molecule, from the OMol25 dataset.

Last column: Mulliken charge in e.
Positions of all 14 atoms, in Å:
C 1.937 -1.232 -0.056  -0.764
C 0.830 -0.500 -0.448  -0.131
C 0.528 0.743 0.272  0.215
C -0.548 1.464 -0.590  -0.543
C -1.827 -0.319 0.663  -0.107
H 1.994 -2.149 -0.655  0.285
H 2.549 -1.110 1.114  0.205
H 0.037 -0.783 -1.294  0.108
H 1.175 1.258 1.050  0.313
H -0.405 2.549 -0.500  0.283
H -0.557 0.888 -1.522  0.243
H -1.689 -0.950 1.536  0.317
N -0.903 0.716 0.634  -0.135
S -3.120 -0.575 -0.205  -0.289

Calculated values
* lowest unoccupied orbital energy: 0.44 eV
* SMILES string: C=C[C@H]1CN1C=S
* Kohn-Sham gap: 0.335 Ha

No. 7
The following is a quantum chemistry calculation of 5 unconnected molecules or ions with the total composition C4H20NO4S2, from the OMol25 dataset.

Last column: Mulliken charge in e.
Positions of all 31 atoms, in Å:
N 0.476 1.530 -0.948  -0.135
C -0.112 1.164 0.440  0.079
C -0.171 2.416 1.283  -1.663
C -1.463 0.444 0.273  -0.875
S -0.891 -1.027 -0.645  -0.121
S -2.164 -2.586 -0.728  -0.059
C -1.908 -3.772 0.626  -0.764
H 0.878 2.450 -1.073  0.382
H 0.928 0.656 -1.194  0.411
H -0.379 1.679 -1.518  0.245
H 0.526 0.415 0.902  0.532
H 0.849 2.693 1.553  0.408
H -0.643 2.202 2.239  0.400
H -0.824 3.243 0.999  0.398
H -1.910 0.291 1.251  0.451
H -2.181 1.029 -0.288  0.492
H -1.159 -4.421 0.197  0.284
H -2.855 -4.252 0.869  0.344
H -1.635 -3.395 1.612  0.243
H -2.483 2.945 -2.121  0.261
H -2.204 1.884 -3.235  0.269
O -2.001 2.205 -2.361  -0.567
H 1.318 -0.458 3.302  0.312
H 0.136 -1.186 2.806  0.292
O 0.968 -0.821 2.476  -0.599
H 3.614 -2.264 -0.935  0.321
H 2.331 -2.485 -0.200  0.322
O 2.662 -2.193 -1.057  -0.654
H 4.111 0.900 -1.567  0.312
H 3.021 -0.122 -1.443  0.304
O 3.165 0.836 -1.517  -0.624

Calculated values
* lowest unoccupied orbital energy: -2.50 eV
* charge: +1
* Kohn-Sham gap: 0.345 Ha

| no. | maximum force (eV Å⁻¹) |
| --- | --- |
| 1 | 14.95 |
| 2 | 0.23 |
| 3 | 4.36 |
| 4 | 3.46 |
| 5 | 0.95 |
| 6 | 4.69 |
| 7 | 3.28 |